# 1
94
Properties=species:S:1:pos:R:3:forces:R:3 method="wB97M-V/def2-TZVPD" spin_multiplicity=1 gap_ev=4.59 lumo_energy_ha=-0.2919 e_tot_ha=-4922.8891 fmax_ev_per_a=4.61 homo_energy_ev=-12.536 charge=+2
C 4.454 -7.328 4.291 0.150 -0.368 -0.337
C 4.300 -7.067 2.918 0.137 -0.334 0.125
C 4.820 -8.008 2.012 0.079 -0.099 0.492
C 5.472 -9.148 2.511 -0.445 0.686 -0.042
N 5.607 -9.379 3.816 0.166 -0.112 0.052
C 5.120 -8.498 4.690 -0.351 0.563 -0.443
C 3.607 -5.883 2.441 -0.694 1.148 -0.447
C 3.012 -4.893 2.030 0.947 -1.358 0.611
C 2.219 -3.828 1.490 -0.052 -0.450 0.198
C 1.004 -3.486 2.103 -0.170 0.477 -0.721
C 0.129 -2.605 1.429 -0.640 -0.278 0.738
C 0.382 -2.229 0.113 -0.381 1.020 0.965
C 1.703 -2.317 -0.365 0.481 -0.211 -0.358
C 2.629 -3.141 0.335 -0.929 0.448 -0.482
Ba 0.516 0.634 -0.025 0.401 2.300 0.468
P -1.515 -1.579 -0.837 -1.397 -4.393 0.120
H 4.703 -7.865 0.950 0.054 0.026 -0.137
H 4.050 -6.654 5.027 0.006 0.118 0.100
H 5.884 -9.884 1.813 -0.141 0.218 0.371
H 5.249 -8.710 5.757 -0.012 -0.014 -0.463
H 3.650 -3.326 -0.020 -0.527 0.350 -0.135
H 0.746 -3.941 3.062 -0.007 0.410 -0.315
H 2.066 -1.740 -1.231 -0.274 -0.685 0.047
H -0.737 -2.196 1.971 0.270 -0.580 -0.349
C -2.570 -0.449 -1.872 0.697 2.136 -0.453
C -3.522 -1.074 -2.903 -0.211 -1.043 -0.295
H -1.900 0.257 -2.384 -0.371 0.098 0.041
H -3.160 0.139 -1.153 0.467 -0.035 -0.039
H -4.071 -0.283 -3.429 0.333 0.157 0.356
H -3.031 -1.660 -3.684 0.108 0.314 0.068
H -4.283 -1.741 -2.476 0.395 0.332 -0.020
C -1.322 -3.047 -1.922 0.330 0.305 -0.284
C -1.796 -4.365 -1.327 -0.078 -0.623 -0.027
H -0.254 -3.083 -2.191 -0.416 -0.114 -0.009
H -1.875 -2.825 -2.832 0.170 -0.209 -0.007
H -1.393 -5.166 -1.974 -0.286 0.230 0.474
H -1.448 -4.532 -0.293 -0.018 0.005 -0.479
H -2.899 -4.443 -1.333 0.669 -0.008 -0.015
C -2.820 -2.036 0.406 1.057 0.195 0.874
C -4.248 -2.322 -0.061 -0.388 -0.093 -0.334
H -2.832 -1.179 1.105 0.020 -0.325 -0.036
H -2.421 -2.911 0.942 -0.245 0.324 -0.076
H -4.832 -2.634 0.816 0.254 0.140 -0.172
H -4.749 -1.445 -0.487 0.176 -0.181 0.242
H -4.319 -3.139 -0.792 0.089 0.314 0.283
Br -1.048 3.030 -0.826 0.215 -0.419 -0.132
P 2.601 -1.778 -5.076 0.184 -0.191 -0.488
C 0.864 -2.358 -4.840 0.102 -0.054 -0.074
C 0.120 -2.251 -6.175 -0.341 -0.092 0.025
H 0.379 -1.752 -4.059 -0.062 -0.125 -0.021
H 0.895 -3.403 -4.492 -0.015 0.211 -0.112
H -0.815 -2.821 -6.145 0.051 0.116 -0.083
H -0.131 -1.209 -6.413 0.123 -0.191 0.010
H 0.734 -2.645 -6.995 -0.190 0.095 0.245
C 2.555 -0.105 -4.313 -0.136 0.052 -0.092
C 3.608 0.811 -4.949 0.011 0.274 0.225
H 2.717 -0.205 -3.230 -0.076 0.168 0.099
H 1.545 0.301 -4.485 0.226 -0.046 0.054
H 3.410 1.854 -4.682 0.130 -0.097 -0.053
H 4.620 0.566 -4.605 -0.202 -0.017 -0.134
H 3.590 0.733 -6.043 -0.024 -0.018 0.262
C 3.510 -2.791 -3.833 0.091 0.134 -0.032
C 4.126 -4.021 -4.515 0.145 -0.093 0.212
H 2.829 -3.085 -3.022 0.187 0.006 0.020
H 4.299 -2.148 -3.414 -0.114 -0.184 -0.052
H 4.866 -4.488 -3.855 -0.127 -0.026 -0.146
H 3.365 -4.776 -4.750 0.126 0.182 -0.017
H 4.629 -3.741 -5.449 -0.142 -0.068 0.272
C -1.273 5.319 3.361 -0.241 0.795 0.505
N -0.751 4.053 2.896 1.139 0.447 0.242
N -1.543 2.983 2.639 0.440 -1.040 -0.585
C -0.734 1.898 2.387 -0.107 0.428 -0.266
O -1.188 0.791 1.950 0.662 -0.319 -0.147
C 0.622 2.363 2.531 -0.606 -1.388 -0.310
C 0.551 3.696 2.847 -0.756 0.221 -0.091
C 1.661 4.635 3.073 1.103 0.376 0.014
C -2.949 3.106 2.441 -0.835 -0.467 -0.138
C -3.491 4.208 1.770 0.045 0.020 0.279
C -4.842 4.510 1.915 -0.291 -0.950 0.373
C -5.682 3.592 2.589 0.450 0.490 -0.213
C -5.161 2.380 3.055 -0.135 0.039 -0.228
C -3.792 2.115 2.962 -0.035 0.524 0.305
H -0.470 5.849 3.902 -0.393 -0.324 -0.292
H -2.122 5.166 4.054 0.491 -0.015 -0.395
H -1.606 5.933 2.516 0.112 -0.095 0.319
H 1.518 1.730 2.441 -0.437 0.555 0.405
H 1.596 5.499 2.398 -0.115 -0.095 0.323
H 1.749 4.972 4.117 -0.233 -0.002 -0.343
H 2.624 4.144 2.837 -0.551 0.106 0.118
H -2.856 4.818 1.138 0.037 0.131 0.263
H -5.229 5.448 1.524 -0.010 -0.318 -0.065
H -6.735 3.834 2.744 0.332 -0.122 -0.090
H -5.833 1.652 3.526 0.367 0.295 -0.248
H -3.379 1.181 3.335 -0.022 0.288 0.129


# 2
121
Properties=species:S:1:pos:R:3:forces:R:3 method="wB97M-V/def2-TZVPD" spin_multiplicity=1 gap_ev=9.82 lumo_energy_ha=0.0015 e_tot_ha=-7542.9372 fmax_ev_per_a=0.63 homo_energy_ev=-9.776
C 3.682 2.670 -1.815 0.056 0.097 0.080
C 2.281 2.390 -2.263 -0.131 0.408 -0.052
Cl 1.877 0.704 -2.416 0.017 -0.099 -0.065
C 1.339 3.297 -2.539 0.223 -0.590 -0.002
Cl 1.745 4.982 -2.330 0.003 0.090 0.019
Si -0.444 3.094 -3.061 -0.113 0.167 -0.028
F -0.705 1.659 -3.743 0.023 0.079 0.085
C -1.577 3.313 -1.578 -0.085 -0.148 -0.011
C -2.551 2.140 -1.342 -0.026 0.070 -0.032
C -4.023 2.482 -1.604 0.044 -0.091 -0.079
Br -2.370 1.491 0.513 -0.003 -0.004 -0.060
H 3.671 3.226 -0.871 -0.034 -0.068 -0.101
H 4.190 3.290 -2.558 -0.034 -0.050 0.057
H 4.244 1.745 -1.699 -0.050 0.064 -0.026
H -0.722 4.103 -4.098 0.067 -0.014 -0.012
H -0.951 3.472 -0.697 -0.026 0.042 -0.113
H -2.143 4.236 -1.739 0.049 -0.046 0.138
H -2.268 1.268 -1.929 0.011 0.091 0.070
H -4.545 1.634 -2.050 0.028 0.047 0.109
H -4.100 3.327 -2.294 0.005 -0.104 0.027
H -4.537 2.738 -0.677 0.048 0.115 -0.094
O -5.057 0.162 2.381 -0.071 -0.042 -0.008
C -4.262 -0.516 2.956 -0.029 0.162 0.013
O -3.040 -0.104 3.349 -0.028 -0.028 0.018
C -2.501 -1.091 4.250 0.046 -0.047 0.047
C -3.246 -2.343 3.828 0.077 -0.028 0.041
O -4.475 -1.795 3.317 -0.009 -0.159 -0.016
H -1.426 -1.159 4.121 0.036 0.017 -0.089
H -2.739 -0.794 5.271 -0.019 -0.029 0.002
H -2.741 -2.886 3.032 0.051 0.023 -0.088
H -3.471 -3.012 4.652 -0.076 0.050 0.032
O 0.407 -2.998 3.276 -0.097 0.059 -0.042
C 0.387 -2.544 2.172 0.064 -0.045 0.179
O -0.637 -2.697 1.306 -0.097 0.049 -0.065
C -0.422 -1.809 0.195 0.135 0.185 -0.073
C 1.082 -1.610 0.235 -0.042 -0.066 -0.015
O 1.367 -1.801 1.632 0.022 -0.007 -0.037
H -0.777 -2.268 -0.723 -0.046 -0.108 0.074
H -0.949 -0.872 0.380 -0.087 -0.119 -0.006
H 1.635 -2.352 -0.338 0.024 -0.002 0.010
H 1.390 -0.612 -0.061 0.026 0.010 0.077
O -4.005 -2.445 6.987 -0.042 0.017 -0.023
C -3.299 -3.135 7.658 0.023 0.016 -0.022
O -2.097 -2.760 8.133 -0.008 0.023 0.016
C -1.641 -3.757 9.058 0.016 -0.046 0.061
C -2.420 -4.982 8.612 0.072 -0.027 0.018
O -3.592 -4.395 8.028 -0.024 -0.027 -0.010
H -0.564 -3.862 8.975 -0.004 0.034 -0.071
H -1.906 -3.439 10.067 0.001 -0.011 0.001
H -1.898 -5.550 7.841 0.010 0.003 0.006
H -2.711 -5.642 9.423 -0.068 0.036 0.001
O -10.446 -1.968 6.082 0.001 0.008 -0.002
C -9.259 -1.960 6.048 -0.009 0.010 -0.013
O -8.520 -2.263 4.952 0.029 0.041 -0.005
C -7.151 -1.920 5.215 0.073 0.000 0.026
C -7.100 -1.957 6.731 0.072 -0.029 -0.042
O -8.454 -1.645 7.086 -0.005 -0.005 0.031
H -6.495 -2.637 4.734 -0.045 -0.048 -0.022
H -6.956 -0.924 4.812 0.007 -0.001 0.007
H -6.854 -2.948 7.113 0.003 -0.003 -0.005
H -6.423 -1.228 7.163 -0.074 0.047 0.031
O 5.092 1.262 -4.191 0.207 0.076 -0.081
C 4.451 0.741 -5.052 -0.126 -0.058 0.112
O 3.550 1.379 -5.823 0.016 0.046 -0.010
C 3.121 0.486 -6.860 -0.020 -0.054 -0.054
C 3.435 -0.872 -6.258 -0.080 -0.014 -0.027
O 4.522 -0.564 -5.374 0.025 -0.010 -0.004
H 2.067 0.648 -7.064 -0.009 0.030 0.072
H 3.707 0.690 -7.757 -0.005 -0.006 -0.001
H 2.610 -1.266 -5.663 -0.008 0.011 -0.007
H 3.755 -1.615 -6.982 0.072 0.016 0.020
O 11.174 3.647 -3.991 -0.007 -0.030 -0.048
C 10.161 3.040 -4.144 0.003 0.032 0.045
O 9.757 2.019 -3.359 -0.005 -0.016 0.033
C 8.399 1.700 -3.695 -0.145 -0.059 0.021
C 8.293 2.223 -5.111 -0.160 -0.054 -0.077
O 9.260 3.282 -5.117 0.032 -0.016 -0.019
H 8.234 0.630 -3.611 0.093 -0.008 0.029
H 7.732 2.226 -3.011 -0.009 0.001 -0.008
H 8.588 1.479 -5.854 0.015 -0.002 0.009
H 7.310 2.615 -5.353 0.040 0.091 0.018
O 4.099 -2.328 -0.543 0.011 0.026 -0.021
C 4.691 -1.520 0.098 -0.051 -0.015 -0.019
O 4.810 -1.537 1.440 0.028 -0.039 0.013
C 5.760 -0.542 1.832 0.060 0.038 0.015
C 5.721 0.415 0.653 0.003 0.040 0.063
O 5.334 -0.448 -0.422 -0.011 0.042 -0.025
H 5.452 -0.098 2.774 -0.067 -0.026 -0.013
H 6.735 -1.017 1.949 0.003 0.011 -0.001
H 4.959 1.188 0.772 0.007 -0.002 0.013
H 6.678 0.875 0.424 0.011 -0.048 -0.048
O -10.258 -1.852 -1.369 -0.020 0.007 -0.049
C -9.723 -1.460 -0.379 0.034 -0.026 -0.002
O -9.992 -1.892 0.867 -0.014 -0.015 -0.006
C -8.992 -1.373 1.758 0.078 0.040 -0.005
C -8.497 -0.153 1.002 -0.013 0.036 0.098
O -8.754 -0.521 -0.363 0.023 0.040 -0.014
H -9.437 -1.150 2.722 -0.099 -0.040 -0.020
H -8.216 -2.130 1.883 0.011 0.016 0.005
H -9.080 0.740 1.233 0.001 -0.012 -0.001
H -7.440 0.049 1.135 0.091 -0.033 -0.032
O 14.132 6.061 1.137 -0.005 0.001 0.002
C 14.018 5.392 0.162 0.007 0.003 0.010
O 13.171 5.647 -0.858 -0.019 0.016 -0.020
C 13.470 4.757 -1.943 0.060 -0.071 -0.045
C 14.156 3.611 -1.225 -0.031 -0.046 -0.041
O 14.720 4.258 -0.079 0.006 -0.016 0.013
H 12.561 4.464 -2.456 -0.043 0.087 0.064
H 14.140 5.267 -2.637 0.001 0.010 0.012
H 13.447 2.853 -0.884 -0.007 0.002 -0.013
H 14.946 3.137 -1.801 0.048 0.042 0.036
O -7.846 -2.954 -7.429 0.013 -0.003 -0.015
C -8.301 -2.498 -6.431 -0.007 -0.006 0.020
O -8.721 -3.221 -5.370 0.025 0.003 -0.030
C -8.982 -2.327 -4.279 -0.055 0.019 0.130
C -9.238 -1.017 -4.998 -0.057 0.010 0.081
O -8.470 -1.174 -6.198 -0.001 0.021 -0.027
H -9.824 -2.679 -3.693 0.012 -0.056 -0.070
H -8.096 -2.283 -3.644 0.000 0.010 0.006
H -10.288 -0.890 -5.268 -0.001 -0.008 0.003
H -8.892 -0.143 -4.454 0.056 -0.004 -0.034